1.
{
  "formula": "C32H29AsF6N2O5P2RuSSe",
  "method": "ωB97M-V/def2-TZVPD",
  "homo_lumo_gap_ev": [3.163, 3.209],
  "charge": 0,
  "e_above_lowest_kcal_mol": 155.7,
  "e_lumo_ev": [-2.573, -2.598],
  "symbols": ["Ru", "Se", "As", "S", "P", "P", "F", "F", "F", "F", "F", "F", "O", "O", "O", "O", "O", "N", "N", "C", "C", "C", "C", "C", "C", "C", "C", "C", "C", "C", "C", "C", "C", "C", "C", "C", "C", "C", "C", "C", "C", "C", "C", "C", "C", "C", "C", "C", "C", "C", "C", "H", "H", "H", "H", "H", "H", "H", "H", "H", "H", "H", "H", "H", "H", "H", "H", "H", "H", "H", "H", "H", "H", "H", "H", "H", "H", "H", "H", "H"],
  "xyz": [[-0.2657, -1.6282, 0.2012], [-2.7423, -3.4778, 0.1063], [0.0783, 0.8849, 3.7834], [-2.9300, -1.3936, 2.5740], [1.2164, -0.8812, -1.3993], [2.0673, 2.2807, 0.1475], [-2.1457, 2.3671, 3.8439], [1.7969, 0.7327, 3.6456], [-3.5513, -0.0859, 3.2926], [-0.1708, -0.5127, 4.7618], [0.1859, -0.8968, 2.0366], [0.2014, 1.9497, 5.1542], [-2.9989, -4.9133, -0.5093], [-1.9545, -3.3183, 1.5147], [1.8152, -3.5619, 0.7769], [-0.0122, -3.9754, -0.5665], [-2.4856, -2.2328, -0.8908], [-4.4836, -2.9370, 0.9100], [-5.5155, -1.3243, 2.2826], [-0.2990, 2.6675, -3.8842], [2.5451, 0.5467, 0.5888], [1.1910, -2.0757, -3.9204], [2.7930, -2.9898, -2.3786], [-5.8149, -4.5332, -0.4798], [2.6174, -3.8837, -4.6017], [-1.6187, 1.6206, 1.6745], [-6.8344, -2.8480, 1.0319], [0.6421, 0.5240, -2.3902], [3.2075, -3.8890, -3.3476], [-5.6963, -3.4261, 0.5120], [-6.6878, -1.7598, 1.8753], [3.6073, 3.1032, 2.3840], [4.6075, 3.8412, 2.9905], [5.3546, 4.7479, 2.2476], [0.6009, 2.4668, 1.1617], [-4.4307, -1.9361, 1.8497], [-0.7026, 0.8722, -2.3442], [5.0972, 4.9148, 0.8981], [1.7877, -2.0648, -2.6615], [1.5136, 1.2470, -3.2028], [2.7687, -0.3546, -0.5905], [-1.1734, 1.9450, -3.0893], [-1.9395, 2.8086, 2.5043], [1.0443, 2.3146, -3.9453], [-0.8678, 3.8398, 2.5094], [3.3383, 3.2653, 1.0245], [1.6051, -2.9796, -4.8842], [0.3147, 3.6609, 1.8822], [4.0900, 4.1760, 0.2908], [0.8145, -3.5024, 0.1670], [-0.4197, 1.4739, 1.0744], [-7.8054, -3.2159, 0.7479], [1.7244, 2.8779, -4.5680], [0.4007, -1.3732, -4.1519], [2.9443, -4.5841, -5.3568], [1.7970, 0.1048, 1.2473], [3.8796, 4.3088, -0.7626], [3.2098, -1.2850, -0.2181], [3.2492, -3.0250, -1.4012], [-2.2184, 2.2165, -3.0430], [3.4669, 0.6158, 1.1698], [3.4630, 0.0742, -1.3205], [2.5597, 0.9749, -3.2531], [1.1356, -2.9764, -5.8573], [5.6758, 5.6195, 0.3176], [-1.3840, 0.2992, -1.7191], [-6.8704, -4.7432, -0.6377], [-2.9084, 3.2421, 2.2208], [-5.3567, -4.2638, -1.4297], [-1.0580, 4.7385, 3.0788], [3.0367, 2.3914, 2.9662], [1.0695, 4.4345, 1.9412], [-2.3748, 0.8503, 1.5986], [6.1381, 5.3215, 2.7244], [-0.6600, 3.5099, -4.4562], [4.8072, 3.7087, 4.0446], [3.9889, -4.5984, -3.1171], [-5.3084, -5.4283, -0.1301], [-0.2128, 0.5536, 0.5127], [-7.5498, -1.2177, 2.2408]],
  "forces_ev_per_a": [[0.0, -1.0, -0.5], [0.4, 0.2, -0.1], [0.0, -0.5, 0.9], [0.2, -0.2, 0.0], [-0.4, -0.2, 1.1], [-0.1, 0.1, 0.3], [-0.5, 0.2, 0.0], [0.6, -0.1, 0.1], [-0.1, -0.3, 0.0], [0.0, -0.3, 0.3], [0.5, -0.3, -0.2], [0.3, 0.2, 0.4], [-0.2, -0.1, 0.1], [0.0, 0.2, -0.1], [1.1, -0.6, 0.5], [-0.9, -0.3, -0.7], [-0.1, -0.1, 0.0], [-0.4, 0.1, 0.1], [0.0, 0.1, 0.1], [0.0, 0.0, 0.0], [0.0, 0.1, 0.4], [0.0, 0.0, 0.0], [-0.1, 0.1, 0.0], [0.1, 0.0, 0.0], [0.0, 0.0, 0.0], [-0.4, 0.3, -0.6], [0.1, 0.0, 0.0], [0.0, 0.0, 0.0], [0.0, 0.0, 0.0], [0.1, 0.2, 0.1], [-0.1, -0.1, -0.1], [0.0, -0.1, 0.0], [0.0, 0.0, 0.0], [0.0, 0.0, 0.0], [-0.3, -0.6, -0.7], [0.0, -0.3, -0.2], [-0.1, 0.0, 0.1], [0.0, 0.0, 0.0], [-0.1, 0.0, 0.0], [-0.1, 0.0, 0.0], [0.3, -0.5, -0.6], [0.0, 0.0, 0.0], [-0.3, 0.3, -0.3], [0.0, 0.0, 0.0], [0.2, -0.1, 0.0], [-0.1, 0.0, 0.0], [0.0, 0.0, 0.0], [-0.3, 0.1, 0.4], [0.0, 0.0, 0.0], [-0.1, 1.5, 0.4], [0.3, 0.9, -1.3], [-0.1, 0.0, 0.0], [0.0, 0.0, 0.0], [0.0, 0.0, 0.0], [0.0, 0.0, 0.0], [0.1, 0.1, 0.0], [0.0, 0.0, -0.1], [0.0, 0.0, -0.1], [0.0, 0.0, 0.1], [-0.1, 0.0, 0.0], [0.0, 0.1, 0.0], [0.0, -0.1, 0.0], [0.0, 0.0, 0.0], [0.0, 0.0, -0.1], [0.0, 0.0, 0.0], [0.1, 0.1, -0.1], [0.0, 0.0, 0.0], [0.1, 0.0, 0.1], [0.0, 0.0, 0.0], [0.0, 0.1, 0.0], [0.0, 0.0, 0.0], [0.0, 0.0, 0.0], [0.2, 0.1, 0.0], [0.0, 0.0, 0.0], [0.0, 0.1, -0.1], [0.0, 0.0, 0.0], [0.0, 0.0, 0.0], [0.0, 0.0, 0.0], [-0.1, 0.6, 0.1], [-0.1, 0.0, 0.0]]
}



2.
{
  "formula": "C23H46ClNO7",
  "method": "ωB97M-V/def2-TZVPD",
  "homo_lumo_gap_ev": 9.590,
  "charge": 0,
  "smiles": "CCC(=O)OCC[C@]1([C@H](Cl)CC)CNC(=O)[C@H]1CC=O.CC(C)O.CC(C)O.CC(C)O",
  "e_lumo_ev": -0.139,
  "symbols": ["Cl", "O", "O", "O", "O", "O", "O", "O", "N", "C", "C", "C", "C", "C", "C", "C", "C", "C", "C", "C", "C", "C", "C", "C", "C", "C", "C", "C", "C", "C", "C", "C", "H", "H", "H", "H", "H", "H", "H", "H", "H", "H", "H", "H", "H", "H", "H", "H", "H", "H", "H", "H", "H", "H", "H", "H", "H", "H", "H", "H", "H", "H", "H", "H", "H", "H", "H", "H", "H", "H", "H", "H", "H", "H", "H", "H", "H", "H"],
  "xyz": [[2.0641, 1.5198, 0.9674], [-1.6959, 2.7146, -0.6152], [-4.2368, -5.0601, -1.3069], [-2.9508, 1.0854, 5.3528], [3.7286, -0.7853, 3.8534], [-1.9889, -1.7108, 0.8737], [-0.5431, -2.2619, -5.1779], [4.5375, -0.8440, 1.5919], [-0.5754, 2.0795, 5.7851], [-0.6872, 0.4552, 3.9646], [6.4933, 1.4257, 1.6941], [0.4713, 1.5168, 3.4535], [4.4935, -0.1637, 2.7548], [5.3345, 1.2488, 2.8557], [-1.6443, 1.2085, 5.1118], [0.4897, 2.0119, 1.8915], [0.8863, -3.0769, -6.9305], [-0.6012, -4.6232, -5.6249], [-3.8568, -3.3179, -2.9191], [1.8035, 4.4340, 2.1626], [-0.4479, -3.2317, -6.2180], [-1.7703, -0.1507, 2.8974], [-3.1067, 2.1608, -2.4812], [-1.9549, -4.6209, -1.9224], [0.1282, 2.7173, 4.5675], [1.9271, 0.9785, 4.0777], [-3.4000, -4.6690, -2.3923], [-1.3225, 3.9193, -2.6617], [0.4193, 3.6718, 1.7140], [-1.7187, 2.5920, -2.0350], [-1.1321, -1.2189, 1.8057], [2.2745, -0.5743, 3.6888], [5.9254, 1.7294, 0.7042], [-2.6776, -0.7239, 3.4058], [-0.3661, -0.5030, 4.5643], [-0.5483, -5.3917, -6.4024], [-3.8617, 2.8945, -2.1769], [-2.2424, 0.7577, 2.3069], [1.7210, -3.2204, -6.2351], [-0.6665, 3.5290, 4.2721], [4.5880, 2.1673, 2.7015], [-3.3836, 1.2103, -2.0127], [-1.2834, -4.3381, -2.7391], [-1.3151, 3.8536, -3.7541], [-1.5606, -4.7161, -5.1047], [-4.9023, -3.3642, -3.2421], [7.1834, 0.4786, 1.5641], [-0.5623, 4.1354, 2.1753], [2.5951, 3.7329, 2.6651], [-3.2423, -2.9960, -3.7656], [-2.3414, 3.3955, -0.3625], [-2.0142, 4.7154, -2.3638], [-3.8018, -2.5530, -2.1362], [-1.6438, -5.5968, -1.5346], [0.3209, 3.8406, 0.5362], [2.2359, 5.0096, 1.2155], [-1.8325, -3.9023, -1.1042], [0.9839, -3.7991, -7.7471], [0.1789, -2.4251, -4.5486], [0.9881, -2.0668, -7.3416], [1.1383, 3.0659, 5.0701], [1.6572, -1.3408, 4.3648], [0.1807, -4.8215, -4.8832], [-0.3873, 1.5980, 1.2272], [-3.1528, 2.0423, -3.5682], [1.4780, 5.2883, 2.9278], [-4.1484, -4.3941, -0.6049], [7.1213, 2.3907, 2.0088], [1.9315, -0.8196, 2.5728], [5.7527, 1.3773, 3.9601], [0.0700, 1.5847, 6.4523], [-0.0247, -1.5961, 1.7899], [2.7673, 1.7568, 3.8279], [-0.3266, 4.2232, -2.3219], [-0.9884, 1.8230, -2.3093], [-3.5068, -5.4254, -3.1774], [-1.2653, -3.0393, -6.9214], [1.8105, 1.0028, 5.2660]],
  "forces_ev_per_a": [[-1.4, 0.1, 0.9], [0.1, 0.0, 0.4], [-0.2, -0.2, 0.2], [8.7, 0.9, -1.4], [0.3, 2.0, -2.0], [5.4, 2.8, 5.6], [-0.1, 0.2, 0.2], [-0.3, 4.3, 7.4], [-1.5, -0.4, -1.3], [-3.3, -1.4, -0.5], [-0.6, 0.7, 0.4], [0.2, -0.2, 2.5], [0.1, -3.6, -5.9], [-0.3, 0.3, 0.8], [-2.8, -0.7, 0.9], [-1.0, 1.4, -0.2], [0.1, 0.2, -0.3], [-0.3, -0.2, 0.0], [-0.2, 0.1, -0.3], [-1.0, 1.3, 0.3], [0.6, -0.3, 0.3], [0.5, -0.1, -1.1], [-0.1, -0.4, 0.0], [0.3, -0.2, 0.0], [0.1, -0.4, 1.7], [-0.9, -0.3, 0.5], [0.2, 0.6, 0.4], [0.3, 0.1, -0.1], [0.4, -0.5, -1.5], [-0.5, 0.4, -0.2], [-5.2, -1.5, -4.0], [-1.0, 0.4, -0.9], [1.4, -1.0, 1.9], [2.1, 1.3, -0.8], [0.1, 2.1, -1.0], [0.0, 0.0, 0.1], [0.1, 0.1, -0.1], [0.9, -2.0, 0.9], [-0.1, -0.1, 0.0], [2.2, -1.4, 0.1], [1.3, -2.2, 0.3], [0.1, 0.1, -0.1], [-0.1, 0.0, 0.1], [0.0, 0.0, 0.1], [0.1, 0.0, -0.2], [0.2, -0.1, 0.0], [-1.6, 2.1, 0.2], [2.1, -1.1, -0.7], [-1.6, 1.4, -1.1], [0.0, 0.0, 0.1], [0.2, -0.3, -0.2], [-0.1, -0.1, -0.1], [0.2, -0.1, 0.0], [-0.1, 0.1, -0.1], [0.1, -0.6, 2.7], [-0.7, -1.5, 2.2], [-0.1, 0.1, -0.1], [0.0, 0.1, 0.1], [-0.3, 0.0, -0.3], [-0.1, -0.2, 0.0], [-2.1, 0.1, -1.6], [1.9, 1.7, -1.2], [0.0, 0.0, -0.1], [1.8, 0.6, 1.5], [0.0, 0.0, 0.1], [1.0, -1.9, -1.5], [0.0, -0.2, -0.3], [-1.2, -2.3, -0.6], [1.0, 0.7, 2.3], [-0.8, -0.5, -2.4], [-1.1, 0.4, -1.2], [-1.9, 0.8, 0.2], [-1.6, -1.8, 0.2], [-0.1, -0.1, -0.1], [-0.1, 0.1, 0.3], [-0.1, 0.0, 0.2], [0.0, 0.1, 0.2], [0.2, 0.0, -2.6]]
}



3.
{
  "formula": "C5H7NOS",
  "method": "ωB97M-V/def2-TZVPD",
  "homo_lumo_gap_ev": 9.389,
  "charge": 0,
  "smiles": "O[C@@H]1C[C@@H]2C=NS[C@H]12",
  "e_above_lowest_kcal_mol": 96.0,
  "e_lumo_ev": 0.627,
  "symbols": ["S", "O", "N", "C", "C", "C", "C", "C", "H", "H", "H", "H", "H", "H", "H"],
  "xyz": [[-1.2404, -1.5813, 0.9611], [-1.0771, 1.5873, 1.4822], [-1.0443, -2.0130, -0.6874], [0.7567, -0.3790, -0.6359], [0.3039, 1.1323, -0.6640], [0.1570, -0.4528, 0.8243], [-0.2421, -1.2891, -1.2847], [0.1509, 1.0653, 0.8983], [0.9809, 1.9761, -0.8591], [1.0266, -1.1836, 1.3201], [-0.5951, 0.8722, -1.0776], [1.8691, -0.8129, -0.8615], [-0.1437, -1.5077, -2.3536], [-1.7329, 0.8482, 1.5591], [0.8306, 1.7381, 1.3787]],
  "forces_ev_per_a": [[0.2, 0.5, -0.5], [-0.3, -1.1, -0.4], [-2.5, -0.7, 1.1], [0.3, -1.3, 0.4], [2.9, -0.5, 2.7], [6.0, -3.0, 2.0], [2.5, -0.2, -3.2], [-3.3, 0.7, -0.3], [-0.7, -0.5, -1.2], [-2.0, 2.7, 0.0], [-2.7, 1.6, -1.6], [-2.6, 1.4, 0.8], [0.0, 0.1, 0.0], [0.8, 0.9, -0.3], [1.4, -0.7, 0.5]]
}



4.
{
  "formula": "C5H12P2S",
  "method": "ωB97M-V/def2-TZVPD",
  "homo_lumo_gap_ev": 7.141,
  "charge": 0,
  "e_above_lowest_kcal_mol": 55.4,
  "e_lumo_ev": -0.918,
  "symbols": ["S", "P", "P", "C", "C", "C", "C", "C", "H", "H", "H", "H", "H", "H", "H", "H", "H", "H", "H", "H"],
  "xyz": [[0.9984, -1.8001, 0.4160], [-1.4892, 0.5338, -1.2533], [0.5563, -0.2323, -1.7131], [-0.8418, 2.1726, -0.5719], [0.5486, -3.4489, 1.1551], [0.6284, 1.9616, -0.0516], [1.5461, 1.1019, -0.9425], [-1.7595, -0.3082, 0.3670], [-1.8995, -1.3478, 0.1928], [2.4313, 0.7997, -0.4983], [-2.7021, 0.2536, 0.4946], [-0.8429, 2.7845, -1.3948], [1.4546, -3.7756, 1.5255], [-0.8212, -0.1304, 1.0106], [0.3219, -4.1840, 0.3123], [1.8529, 1.6761, -1.7739], [-1.4684, 2.7236, 0.0491], [1.1989, 2.9445, -0.1136], [0.5640, 1.7013, 1.0187], [-0.2768, -3.4261, 1.7712]],
  "forces_ev_per_a": [[0.9, 1.2, -0.3], [0.8, 0.3, 0.2], [0.1, -2.3, 0.7], [2.3, -2.8, -0.3], [-0.7, -0.1, -5.1], [0.4, 2.4, 0.3], [-3.5, -0.2, 0.4], [1.0, 1.7, -0.3], [-0.3, -0.8, 0.1], [1.6, -1.0, 1.2], [0.2, -0.6, 1.4], [0.4, 1.5, -2.4], [1.7, -0.5, 1.3], [-2.1, -0.2, -0.5], [0.1, 0.9, 1.0], [0.3, 0.8, -1.2], [-1.2, 0.3, 1.8], [-1.1, -0.6, 0.6], [0.4, -0.3, -0.6], [-1.5, 0.3, 1.6]]
}